C2H3OP | ωB97M-V with the def2-TZVPD basis set

```
7
Properties=species:S:1:pos:R:3:lowdin_charge:R:1
C -0.6835 -0.3437 -0.0239 -0.084
C -0.0416 0.8120 0.0302 -0.358
P 1.7572 0.4306 -0.0208 0.852
O 1.5189 -1.0064 0.0274 -0.552
H -0.2627 -1.3197 -0.1153 0.042
H -1.7710 -0.3476 0.0084 0.062
H -0.5172 1.7748 0.0940 0.038
```

Its total charge is 0. The frontier orbital gap comes out at 8.69 eV. The calculation puts the HOMO energy at -9.54 eV. Its largest force on an atom is 0.0813 hartree/bohr. The SMILES is C=CP=O. The total energy comes out at -494.532038 a.u.


C2H3OP | ωB97M-V with the def2-TZVPD basis set

```
7
Properties=species:S:1:pos:R:3:lowdin_charge:R:1
C -0.8023 -0.8301 -0.0523 -0.141
C -0.1321 0.2019 0.3362 -0.390
P 1.4987 0.5268 -0.6578 0.834
O 2.0036 1.8601 -0.4046 -0.507
H -1.5871 -1.0975 0.5883 0.028
H -0.4761 -1.6358 -0.8688 0.100
H -0.5048 0.9746 1.0590 0.077
```

Its total charge is 0. The frontier orbital gap comes out at 8.61 eV. The calculation puts the HOMO energy at -9.29 eV. Its largest force on an atom is 0.0885 hartree/bohr. The SMILES is C=CP=O. The total energy comes out at -494.545883 a.u.


C2H3OP | ωB97M-V with the def2-TZVPD basis set

```
7
Properties=species:S:1:pos:R:3:lowdin_charge:R:1
O -1.6157 -1.2283 -0.8668 -0.395
P -0.3308 -0.5571 -0.6946 0.646
C 0.1066 0.9458 0.2121 -0.161
C 0.4742 -0.1933 0.8411 -0.180
H 0.4940 -0.8945 -1.6232 -0.013
H 0.1640 2.0079 0.2683 0.054
H 0.7076 -0.0805 1.8632 0.050
```

Its total charge is 0. The frontier orbital gap comes out at 10.85 eV. The calculation puts the HOMO energy at -10.03 eV. Its largest force on an atom is 0.0866 hartree/bohr. The SMILES is O=[PH]1C=C1. The total energy comes out at -494.511409 a.u.


C2H3OPS | ωB97M-V with the def2-TZVPD basis set

```
8
Properties=species:S:1:pos:R:3:lowdin_charge:R:1
C -0.4649 -0.6195 -1.5105 -0.790
C 0.6194 0.3717 0.7960 -0.253
O -1.9400 -0.6325 0.9294 -0.431
P -1.0565 0.1193 0.0154 0.620
S -0.2604 -0.2284 -2.9918 0.721
H 1.3948 0.9241 0.1791 0.057
H 0.6022 0.8021 1.7070 -0.028
H 1.1054 -0.7368 0.8753 0.103
```

Its total charge is 0. The frontier orbital gap (spin up / spin down) comes out at 7.08 / 6.79 eV. The calculation puts the HOMO energy (spin up / spin down) at -8.47 / -8.32 eV. Its largest force on an atom is 0.1139 hartree/bohr. The total energy comes out at -892.696142 a.u.


C2H3OPS2 | ωB97M-V with the def2-TZVPD basis set

```
9
Properties=species:S:1:pos:R:3:lowdin_charge:R:1
C 2.0511 -0.0957 0.0361 0.042
C 0.5331 -1.7247 0.3784 -0.493
O -3.2393 2.3402 -0.1210 -0.575
P -2.8050 1.1457 0.5470 0.519
S -0.9932 -1.7941 -0.0372 0.405
S -1.9889 -0.0640 -1.1228 0.032
H 2.7290 -0.3610 -0.8357 0.051
H 1.2520 0.7449 0.1437 0.044
H 2.4613 -0.1914 1.0115 -0.025
```

Its total charge is 0. The frontier orbital gap (spin up / spin down) comes out at 7.55 / 7.55 eV. The calculation puts the HOMO energy (spin up / spin down) at -8.54 / -8.54 eV. Its largest force on an atom is 0.0731 hartree/bohr. The total energy comes out at -1290.800931 a.u.


C2H3P | ωB97M-V with the def2-TZVPD basis set

```
6
Properties=species:S:1:pos:R:3:lowdin_charge:R:1
C 0.9935 -0.1841 -0.6780 -0.299
P 1.4059 0.0743 1.1255 0.854
C 0.6073 -1.1419 0.2772 -0.569
H 0.3505 -2.1037 0.5770 0.005
H -1.9695 1.6664 -0.8235 0.015
H -1.3877 1.6889 -0.4782 -0.006
```

Its total charge is 0. The frontier orbital gap comes out at 7.94 eV. The calculation puts the HOMO energy at -8.86 eV. Its largest force on an atom is 0.0571 hartree/bohr. The SMILES is C1#P=C1.[H][H]. The total energy comes out at -419.165191 a.u.


C2H3P3 | ωB97M-V with the def2-TZVPD basis set

```
8
Properties=species:S:1:pos:R:3:lowdin_charge:R:1
C -0.8573 0.9806 0.2448 -0.529
C -0.8920 -0.9502 0.2482 -0.528
P 0.5870 1.7000 -0.1160 0.520
P 0.5263 -1.7158 -0.1169 0.519
P 1.8834 -0.0314 0.0597 0.249
H -1.8163 1.4113 0.4482 -0.027
H -1.8586 -1.3597 0.4548 -0.027
H 2.4275 -0.0349 -1.2228 -0.176
```

Its total charge is 0. The frontier orbital gap comes out at 9.04 eV. The calculation puts the HOMO energy at -9.22 eV. Its largest force on an atom is 0.0942 hartree/bohr. The total energy comes out at -1101.957473 a.u.


C2H4 | ωB97M-V with the def2-TZVPD basis set

```
6
Properties=species:S:1:pos:R:3:lowdin_charge:R:1
C -0.8746 -0.3716 -0.4024 0.084
C 0.8205 0.4464 0.3911 0.019
H -1.3822 -0.9064 0.3851 -0.027
H -0.8853 -0.2890 -1.4634 -0.037
H 1.6606 0.8751 -0.2225 -0.020
H 0.9372 0.5736 1.5076 -0.018
```

Its total charge is 0. The frontier orbital gap (spin up / spin down) comes out at 9.74 / 9.11 eV. The calculation puts the HOMO energy (spin up / spin down) at -9.18 / -8.81 eV. Its largest force on an atom is 0.1328 hartree/bohr. The total energy comes out at -78.377297 a.u.